[1]
Molecular formula: C30H46Cl3F5O16S4
Method: DFT, wB97M-V/def2-TZVPD

Each line ends with the Löwdin charge.
Cartesian coordinates (Å):
C 0.24318 0.16592 -0.84210  -0.0251
C -0.29893 0.03472 0.59036  -0.2243
O -1.54975 -0.63820 0.52044  -0.0949
C -2.13774 -1.29780 1.61064  -0.2819
C -1.12319 -2.01471 2.51200  -0.4035
F -0.46779 -1.04248 3.25497  0.0859
F -1.76400 -2.73835 3.47229  0.0951
C -0.04398 -2.87953 1.88800  -0.1349
C 0.12405 -3.11951 0.52760  -0.0296
C 1.18828 -3.90880 0.10217  -0.0267
C 2.09309 -4.47022 0.99164  0.0120
C 1.92482 -4.22560 2.35338  -0.0962
C 2.90329 -4.76978 3.35120  -0.5902
F 3.43764 -5.93240 2.96741  0.1497
F 2.39354 -4.89305 4.57560  0.1569
F 3.94499 -3.90155 3.46285  0.1271
C 0.86432 -3.44131 2.78805  0.0617
C -3.16090 -2.21076 0.85660  -0.1695
C -3.71687 -3.45403 1.57764  -0.6035
Cl -2.55007 -4.83194 1.49769  0.7419
C -5.05265 -4.00542 1.02758  -0.6945
C -4.93461 -4.74987 -0.31637  -0.1505
Cl -5.59864 -5.24849 2.23988  0.6207
C -4.20168 -1.25324 0.26816  -0.2724
C -4.75634 -1.67469 -1.09735  -0.0919
C -5.19052 -0.41956 -1.81597  -0.7862
O -6.01720 0.31755 -1.44447  0.1130
Cl -4.33902 -0.08749 -3.35624  0.6496
O -5.28860 -0.98604 1.17836  -0.1587
S -4.77200 -0.47616 2.60202  0.6879
O -5.35581 0.79637 2.86650  -0.2176
O -5.10522 -1.47399 3.57614  -0.2453
C -2.95803 -0.34657 2.60273  -0.1643
C -2.55824 1.14925 2.54826  -0.0531
C -3.04480 1.98756 1.37963  -0.4864
O -2.67995 1.88409 0.25289  0.1476
O -3.94337 2.97334 1.70670  0.0783
H -0.47098 -0.28169 -1.53264  0.0825
H 0.32804 1.21015 -1.12368  0.0639
H 1.17541 -0.37484 -0.97353  0.0751
H 0.48081 -0.42408 1.19135  0.1183
H -0.40584 1.05271 0.95537  0.1017
H -0.54156 -2.67549 -0.19282  0.1097
H 1.33924 -4.08003 -0.95536  0.1011
H 2.93460 -5.06128 0.66508  0.1208
H 0.76205 -3.24362 3.84485  0.1365
H -2.63868 -2.58181 -0.02059  0.1290
H -3.87622 -3.31123 2.63764  0.0667
H -5.85267 -3.27834 1.04155  0.0868
H -5.00874 -5.81876 -0.18082  0.0562
H -5.78142 -4.44973 -0.93236  0.0756
H -4.02485 -4.47215 -0.83967  0.0619
H -3.73556 -0.28771 0.07220  0.1354
H -4.01361 -2.20041 -1.68121  0.1131
H -5.67319 -2.24340 -0.97175  0.1252
H -2.71578 -0.66524 3.61005  0.1324
H -1.48036 1.18678 2.67365  0.1234
H -2.95935 1.60889 3.44767  0.1285
H -3.44498 3.64979 2.18609  0.1257
C -1.59426 5.43721 -1.06226  -0.0641
C -0.99393 4.50979 -2.10101  -0.2355
O -0.00816 5.17783 -2.92374  -0.2557
S 1.40199 5.48050 -2.26800  0.5669
C 2.24157 5.94405 -3.74286  -0.1119
O 1.95198 4.26023 -1.76274  -0.2667
O 1.29634 6.62651 -1.41539  -0.2898
H -0.84746 5.75010 -0.33322  0.0705
H -2.39923 4.93426 -0.52527  0.0730
H -1.98665 6.33848 -1.53309  0.0868
H -0.55113 3.62676 -1.63863  0.1013
H -1.77150 4.16563 -2.77885  0.1259
H 2.30147 5.08176 -4.40055  0.0770
H 3.23869 6.27153 -3.45497  0.0737
H 1.69990 6.76079 -4.21224  0.0779
C 5.05442 9.48960 3.83131  -0.0758
C 3.72421 9.58032 3.10992  -0.2542
O 3.80561 9.16270 1.73281  -0.2640
S 3.93212 7.60208 1.43509  0.5764
C 3.64824 7.68228 -0.29681  -0.1321
O 2.84703 6.92707 2.07941  -0.2714
O 5.28136 7.18977 1.67589  -0.2778
H 5.38343 8.45651 3.92926  0.0693
H 4.96715 9.91439 4.83178  0.0803
H 5.82636 10.02744 3.28106  0.0841
H 2.95300 9.00327 3.62290  0.1140
H 3.38952 10.61543 3.07890  0.1197
H 2.64207 8.02727 -0.47175  0.0513
H 3.78314 6.67802 -0.68554  0.0664
H 4.38117 8.35875 -0.73234  0.0809
C 2.34909 -7.85520 -5.60485  -0.0734
C 2.52727 -7.85895 -4.09997  -0.2480
O 3.78521 -7.28292 -3.68440  -0.2627
S 3.94439 -5.70485 -3.76080  0.5645
C 5.44630 -5.58795 -2.85305  -0.1190
O 2.88047 -5.09997 -3.01597  -0.2858
O 4.18807 -5.31639 -5.11374  -0.2688
H 2.27035 -6.84133 -5.99384  0.0704
H 1.44019 -8.39335 -5.87439  0.0821
H 3.20148 -8.32704 -6.09311  0.0856
H 1.70575 -7.34390 -3.59954  0.1140
H 2.54281 -8.88202 -3.73037  0.1215
H 5.26930 -5.90883 -1.83036  0.0723
H 5.75180 -4.54424 -2.87675  0.0784
H 6.19544 -6.20917 -3.33590  0.0768

Values from the calculation:
* SMILES string: CCO[C@]1(C(F)(F)c2cccc(C(F)(F)F)c2)[C@@H]([C@H](Cl)[C@@H](C)Cl)[C@@H](CC(=O)Cl)OS(=O)(=O)[C@@H]1CC(=O)O.CCOS(C)(=O)=O.CCOS(C)(=O)=O.CCOS(C)(=O)=O
* E_tot: -5847.19091 Ha

[2]
Molecular formula: C30H46FN7O3PS
Method: DFT, wB97M-V/def2-TZVPD

Each line ends with the Löwdin charge.
Cartesian coordinates (Å):
C -0.78866 -6.95530 1.41964  -0.0538
C -0.91537 -5.59167 0.73792  -0.2558
O 0.15313 -4.66890 1.07632  -0.1838
P 1.41570 -4.66354 0.09606  0.4634
O 2.62055 -4.34036 0.86866  -0.2581
C 1.21899 -3.35288 -1.14546  -0.2066
C 0.90897 -2.01572 -0.44212  -0.1860
C 1.36918 -0.81089 -1.27454  -0.0874
N 2.46280 -0.05747 -0.57267  -0.1007
C 2.99528 1.10821 -1.36377  -0.0628
C 2.02467 2.25362 -1.53852  -0.1577
F 1.72516 2.88096 -0.34756  -0.0397
N 2.07615 0.30613 0.77513  0.0754
C 2.92362 0.02203 1.64205  -0.7271
S 3.67069 -0.55493 2.84317  0.9715
O 1.47363 -6.12568 -0.54578  -0.2063
C 2.15864 -6.24674 -1.81465  -0.2537
C 1.14693 -6.59838 -2.89682  -0.0576
H 0.26023 -7.20281 1.57726  0.0800
H -1.15595 -7.69919 0.70615  0.0746
H -1.39516 -7.05203 2.31542  0.0783
H -1.83539 -5.13104 1.10621  0.1040
H -1.06898 -5.70701 -0.33633  0.1081
H 2.20463 -3.24444 -1.60864  0.0888
H 0.51219 -3.55222 -1.95416  0.1041
H -0.17640 -1.95132 -0.35301  0.1222
H 1.31221 -2.00217 0.57064  0.1006
H 0.56453 -0.13328 -1.54315  0.1331
H 1.82474 -1.19179 -2.19082  0.1352
H 3.24368 -0.71962 -0.49494  0.1861
H 3.96118 1.41667 -0.96640  0.1474
H 3.19223 0.71053 -2.36383  0.1457
H 1.12025 1.96640 -2.07656  0.1278
H 2.51570 2.99879 -2.17126  0.1431
H 2.83505 -7.09592 -1.70507  0.1265
H 2.78863 -5.38876 -2.05318  0.1071
H 0.50002 -7.37565 -2.48235  0.0703
H 1.63749 -7.04122 -3.76260  0.0867
H 0.50687 -5.75319 -3.15446  0.0690
N 0.42496 5.20923 0.53851  0.0055
C -0.93615 5.34253 0.45894  -0.1303
C -1.24400 6.66414 0.63910  -0.1008
C -0.01953 7.35936 0.83312  -0.1367
C 0.99041 6.43391 0.76467  -0.1304
H 0.92938 4.34316 0.44357  0.0983
H -1.56693 4.48803 0.28072  0.1054
H -2.23409 7.08823 0.63078  0.1040
H 0.10500 8.41598 1.00418  0.0799
H 2.05816 6.54364 0.85691  0.1103
N -3.94769 -2.79487 1.66735  -0.0086
C -4.88911 -3.73437 1.99468  -0.1440
C -5.99487 -3.50863 1.22052  -0.1041
C -5.71028 -2.39222 0.38930  -0.1082
C -4.44096 -1.97534 0.68640  -0.1542
H -3.03804 -2.71759 2.08270  0.1343
H -4.69097 -4.47756 2.74828  0.1063
H -6.90747 -4.07980 1.24611  0.0944
H -6.36412 -1.94673 -0.34158  0.0926
H -3.84903 -1.16865 0.28804  0.0965
N -0.75288 -10.73428 -1.27177  -0.0021
C 0.41618 -10.39003 -0.64517  -0.1562
C 0.76479 -11.41818 0.18830  -0.1076
C -0.22961 -12.42424 0.05750  -0.1049
C -1.14961 -11.97459 -0.85052  -0.1370
H -1.24399 -10.16706 -1.93700  0.1379
H 0.89590 -9.44622 -0.84567  0.0899
H 1.63605 -11.44781 0.82104  0.0916
H -0.26389 -13.37008 0.57124  0.0933
H -2.04866 -12.42766 -1.23160  0.1075
N -0.61643 8.56263 -2.01432  0.0095
C -0.97481 9.86464 -1.80780  -0.1399
C -1.40605 10.38030 -3.00256  -0.1111
C -1.30701 9.34488 -3.96834  -0.1162
C -0.81855 8.23652 -3.32613  -0.1476
H -0.25829 7.93973 -1.30471  0.0918
H -0.89322 10.31325 -0.83186  0.1000
H -1.75452 11.38648 -3.16524  0.0900
H -1.56520 9.40638 -5.01251  0.0879
H -0.59874 7.24709 -3.69023  0.0977
N 1.56146 9.74351 4.81082  0.0014
C 1.20330 11.04464 5.03852  -0.1382
C 0.76152 11.57219 3.85563  -0.1063
C 0.85263 10.54760 2.87561  -0.1154
C 1.34685 9.43100 3.49650  -0.1478
H 1.92524 9.11535 5.50265  0.1423
H 1.29426 11.48089 6.01839  0.1070
H 0.41131 12.57988 3.70796  0.0921
H 0.58518 10.62489 1.83445  0.0776
H 1.56428 8.44661 3.11851  0.0904

Values from the calculation:
* net charge: +1
* E_tot: -2618.84847 Ha